(1)
ORCA calculation (ωB97M-V/def2-TZVPD) on a single C2H3NO3 molecule.

XYZ file:
```
9
Properties=species:S:1:pos:R:3
C -0.44 0.50 0.23
C 1.92 -0.46 -0.09
O -1.03 -0.46 -0.40
O -2.55 -0.09 -0.59
N 0.96 -0.10 0.61
O -0.86 1.50 0.71
H -2.74 0.31 0.29
H 2.87 -0.66 0.41
H 1.88 -0.55 -1.18
```

- Gap between HOMO and LUMO: 0.364 Ha
- SMILES: C=NC(=O)OO

---

(2)
ORCA calculation (ωB97M-V/def2-TZVPD) on 2 unconnected molecules or ions with the total composition CH4N2O2S.

XYZ file:
```
10
Properties=species:S:1:pos:R:3
C 0.14 0.92 0.11
H -3.24 -0.49 1.43
H -0.07 -1.19 -0.08
H 2.35 0.71 -0.76
H 1.28 -1.36 -0.97
N -0.74 -0.19 0.30
N 1.53 0.52 0.16
O -0.32 2.08 -0.05
O 1.53 -0.95 0.03
S -2.44 -0.06 -0.17
```

- Gap between HOMO and LUMO: 0.330 Ha

---

(3)
ORCA calculation (ωB97M-V/def2-TZVPD) on 2 unconnected molecules or ions with the total composition C3H12N2O2.

XYZ file:
```
19
Properties=species:S:1:pos:R:3
C 1.94 0.65 0.29
C 1.23 1.73 -0.53
O 3.01 1.18 1.02
O 1.06 0.03 1.18
H 0.21 -0.10 0.70
H 2.65 1.56 1.83
H 2.40 -0.09 -0.39
H 0.32 1.27 -1.05
H 0.86 2.51 0.13
H 1.92 2.17 -1.24
C -1.69 -2.22 0.13
N -2.26 -0.97 -0.34
N -1.08 0.14 -0.61
H -2.85 -0.57 0.38
H -1.65 0.99 -0.71
H -1.42 -0.63 -1.53
H -2.49 -2.90 0.44
H -1.03 -2.09 0.99
H -1.12 -2.67 -0.68
```

- Gap between HOMO and LUMO: 0.367 Ha
- SMILES: CC(O)O.CNN

---

(4)
ORCA calculation (ωB97M-V/def2-TZVPD) on a molecular structure, C24H36N4O3SeV.

XYZ file:
```
69
Properties=species:S:1:pos:R:3
V -1.68 0.02 -0.72
Se -1.09 -0.92 2.08
N -1.92 0.35 1.15
C -2.10 1.43 1.93
C -2.78 2.60 1.59
C -2.88 3.60 2.52
C -2.32 3.47 3.80
C -1.69 2.32 4.18
C -1.57 1.26 3.26
N -1.00 0.08 3.52
H -3.25 2.66 0.61
H -3.41 4.51 2.27
H -2.41 4.29 4.50
H -1.30 2.18 5.18
C -1.55 -3.78 -0.29
C -2.67 -2.77 -0.61
C -3.20 -3.02 -2.03
C -3.79 -2.87 0.44
O -2.14 -1.50 -0.60
H -1.92 -4.79 -0.42
H -1.22 -3.66 0.74
H -0.70 -3.61 -0.96
H -3.72 -3.98 -2.08
H -2.37 -3.04 -2.73
H -3.89 -2.23 -2.31
H -3.86 -3.88 0.81
H -4.75 -2.57 0.03
H -3.56 -2.21 1.28
C -0.37 3.59 -0.98
C -1.25 2.70 -1.86
C -2.62 3.36 -2.11
C -0.57 2.46 -3.22
O -1.42 1.48 -1.25
H -0.25 4.57 -1.43
H 0.61 3.14 -0.86
H -0.82 3.70 0.01
H -2.51 4.27 -2.68
H -3.10 3.61 -1.16
H -3.26 2.67 -2.66
H -0.45 3.39 -3.75
H -1.18 1.78 -3.81
H 0.41 2.01 -3.07
C 2.31 -1.98 2.23
C 2.79 -0.56 1.92
N 3.88 -0.51 0.97
C 5.23 -0.52 1.53
C 5.95 -1.85 1.32
C 3.85 -0.46 -0.38
O 4.89 -0.33 -1.01
C 2.58 -0.57 -1.21
C 2.82 -0.57 -2.59
C 1.78 -0.70 -3.49
C 0.49 -0.78 -2.99
N 0.24 -0.75 -1.69
C 1.25 -0.67 -0.83
H 1.51 -1.94 2.98
H 3.13 -2.57 2.63
H 1.93 -2.48 1.34
H 3.16 -0.12 2.85
H 1.97 0.08 1.59
H 5.16 -0.30 2.60
H 5.80 0.27 1.04
H 5.38 -2.68 1.75
H 6.92 -1.81 1.80
H 6.09 -2.04 0.26
H 3.85 -0.47 -2.92
H 1.97 -0.73 -4.55
H -0.36 -0.90 -3.65
H 0.94 -0.72 0.21
```

- Gap between HOMO and LUMO (alpha / beta): 0.229 / 0.273 Ha
- Spin multiplicity: 3
- Charge: +1

---

(5)
ORCA calculation (ωB97M-V/def2-TZVPD) on a single C22H23ClN2O6S molecule.

XYZ file:
```
55
Properties=species:S:1:pos:R:3
C 2.79 -0.94 -2.62
C 2.06 -1.45 -1.42
C 0.67 -1.42 -1.38
C -0.04 -1.83 -0.27
C 0.64 -2.29 0.85
C 2.03 -2.35 0.83
C 2.72 -1.94 -0.30
H 3.80 -1.98 -0.30
H 2.57 -2.69 1.70
N -0.05 -2.55 2.04
C -1.41 -2.70 2.16
O -2.11 -3.27 1.36
C -1.93 -2.02 3.44
H -1.69 -2.58 4.34
H -3.01 -1.88 3.35
O -1.26 -0.76 3.55
C -1.34 0.00 2.43
O -2.11 -0.26 1.54
C -0.32 1.05 2.40
C 0.02 1.56 1.21
C 1.09 2.49 0.92
C 1.77 3.20 1.92
C 2.79 4.06 1.59
C 3.17 4.24 0.26
C 2.50 3.55 -0.73
C 1.46 2.69 -0.41
H 0.95 2.15 -1.19
H 2.78 3.69 -1.76
H 3.97 4.92 0.02
Cl 3.61 4.93 2.83
H 1.49 3.08 2.96
H -0.52 1.20 0.34
H 0.16 1.29 3.33
H 0.45 -2.29 2.88
H -1.11 -1.76 -0.27
S -0.26 -0.65 -2.72
O 0.10 -1.27 -3.96
O -0.05 0.77 -2.58
N -1.83 -0.99 -2.31
C -2.37 -2.24 -2.79
H -1.58 -3.00 -2.76
C -3.54 -2.64 -1.88
H -4.05 -3.52 -2.28
O -4.51 -1.61 -1.84
C -3.95 -0.41 -1.35
C -2.81 0.06 -2.25
H -2.32 0.95 -1.85
H -3.20 0.29 -3.25
H -4.76 0.32 -1.33
H -3.57 -0.56 -0.33
H -3.17 -2.85 -0.87
H -2.72 -2.14 -3.83
H 2.51 0.10 -2.80
H 3.87 -1.01 -2.47
H 2.50 -1.51 -3.50
```

- Gap between HOMO and LUMO: 0.305 Ha
- SMILES: Cc1ccc(NC(=O)COC(=O)/C=C/c2cccc(Cl)c2)cc1S(=O)(=O)N1CCOCC1

---

(6)
ORCA calculation (ωB97M-V/def2-TZVPD) on a single O3S2 molecule.

XYZ file:
```
5
Properties=species:S:1:pos:R:3
O 1.93 0.65 -0.23
O -1.44 -1.05 -0.38
O -1.03 1.23 0.03
S 1.33 -0.69 0.10
S -0.79 -0.15 0.47
```

- Gap between HOMO and LUMO (alpha / beta): 0.265 / 0.269 Ha

---

Number 4 is which compound?
C24H36N4O3SeV